No. 1
One molecule with the formula C3H7N3O, computed with wB97M-V/def2-TZVPD.

The geometry in XYZ format:
```
14
Properties=species:S:1:pos:R:3:forces:R:3
C 1.3805 1.0013 0.7872 -1.3 -2.1 1.0
N 0.4499 0.6629 -0.3526 -0.8 -1.0 -0.1
N -0.7463 1.4498 -0.2980 -1.6 0.4 -0.1
C -1.6000 0.2938 -0.5268 -0.2 2.1 0.1
O -2.7795 0.2331 -0.7961 1.1 -0.6 0.3
N -0.5422 -0.5230 -0.3215 1.5 1.2 0.7
C -0.1498 -1.8778 -0.2499 -0.3 -0.8 -1.2
H 2.3145 1.2523 0.3122 0.3 0.3 0.3
H 0.9408 1.7389 1.4533 0.0 0.7 -0.6
H 1.5116 0.1831 1.5638 0.1 0.3 -1.4
H -0.8318 2.2706 -0.9051 0.3 -0.7 0.0
H -0.6111 -2.4583 0.5351 -0.5 0.0 0.2
H -0.2016 -2.4403 -1.2169 -0.1 0.6 0.7
H 0.8649 -1.7863 0.0155 1.5 -0.3 0.3
```
Positions in Å, forces in eV/Å.

Calculated values
LUMO = 0.870 eV
HOMO level = -8.8 eV
HOMO-LUMO gap = 0.3559 Eh
total charge = 0
SMILES = Cn1[nH]c(=O)n1C

No. 2
One molecule with the formula C3H7N3O, computed with wB97M-V/def2-TZVPD.

The geometry in XYZ format:
```
14
Properties=species:S:1:pos:R:3:forces:R:3
C 0.0946 0.3061 0.1279 -0.1 0.2 0.1
N 0.3871 0.1370 1.4924 0.0 0.1 0.0
N -1.0111 -2.0588 -0.0312 0.0 0.2 0.2
C 0.5854 -0.4448 -1.0190 0.1 -0.3 -0.1
C -0.7539 -0.8510 -0.7391 0.3 0.3 -0.3
O 0.9471 2.3813 -0.0959 -0.3 -0.3 -0.1
N -0.0121 1.4669 -0.5781 0.1 -0.4 0.1
H 0.8791 3.1150 -0.7196 0.0 -0.1 0.0
H 1.3832 0.0985 1.6659 -0.1 0.0 0.0
H -0.0404 0.8620 2.0574 0.1 0.0 0.0
H -1.8069 -1.9688 0.5910 0.0 0.1 -0.1
H -0.2168 -2.3331 0.5358 0.1 0.0 -0.1
H 1.1382 -0.1642 -1.8996 0.0 0.1 0.1
H -1.5735 -0.5461 -1.3879 -0.1 0.1 0.2
```
Positions in Å, forces in eV/Å.

Calculated values
LUMO (spin up / spin down) = 0.522 / 0.523 eV
HOMO level (spin up / spin down) = -8.3 / -8.3 eV
HOMO-LUMO gap (spin up / spin down) = 0.3249 / 0.3250 Eh
total charge = 0

No. 3
One molecule with the formula C3H7N3O, computed with wB97M-V/def2-TZVPD.

The geometry in XYZ format:
```
14
Properties=species:S:1:pos:R:3:forces:R:3
C -1.0987 0.5593 -1.6063 -0.2 0.0 -0.1
N -0.0258 0.5172 -0.6532 0.1 -0.3 0.1
C -0.1337 -0.0324 0.4889 0.1 0.1 -0.5
N -1.3078 -0.3394 1.1546 0.2 0.0 0.1
C 1.2249 -0.4551 1.0693 0.1 -0.2 0.2
N 2.2238 -0.3863 0.1309 0.0 0.0 0.1
O 1.3469 -0.8634 2.2059 -0.1 0.4 0.0
H -1.9015 1.2808 -1.4002 0.1 -0.1 0.0
H -1.5149 -0.4542 -1.6632 -0.3 0.2 -0.1
H -0.6310 0.7965 -2.5669 -0.4 0.1 0.1
H -1.2098 -0.8766 2.0075 0.3 0.2 -0.1
H -1.9689 0.4250 1.2583 0.2 -0.3 -0.3
H 1.8670 -0.1769 -0.7950 0.2 0.4 0.3
H 3.1293 0.0054 0.3694 -0.3 -0.5 0.2
```
Positions in Å, forces in eV/Å.

Calculated values
LUMO = 0.767 eV
HOMO level = -9.3 eV
HOMO-LUMO gap = 0.3702 Eh
total charge = 0
SMILES = C/N=C(\N)C(N)=O

No. 4
One molecule with the formula C3H7N3O2, computed with wB97M-V/def2-TZVPD.

The geometry in XYZ format:
```
15
Properties=species:S:1:pos:R:3:forces:R:3
H -2.8551 0.5436 1.1895 1.1 0.2 -1.7
N -2.1245 0.5924 0.4029 -0.5 -0.1 0.8
C -1.0264 0.3516 0.9700 -1.7 -0.2 1.8
O -1.1392 0.1043 2.3584 1.3 0.2 -1.2
C 0.3186 0.2907 0.2683 -0.3 -0.3 0.1
N 0.4349 1.4137 -0.6283 0.5 0.3 -0.5
C 0.4168 -1.0904 -0.4296 -0.8 -0.7 1.1
N 1.1108 -1.1174 -1.5789 0.7 0.1 -0.8
O -0.1102 -2.0787 0.0617 0.6 0.6 -0.3
H -0.2697 0.1240 2.7738 0.0 -0.1 0.1
H 1.1185 0.3495 1.0215 -0.1 -0.1 -0.2
H 1.4116 1.6090 -0.8276 -0.1 0.1 0.1
H -0.0197 1.1959 -1.5119 -0.2 0.3 0.2
H 1.4344 -0.2819 -2.0469 -0.1 -0.3 0.3
H 1.2991 -2.0064 -2.0229 -0.3 0.2 0.2
```
Positions in Å, forces in eV/Å.

Calculated values
LUMO = 0.488 eV
HOMO level = -9.6 eV
HOMO-LUMO gap = 0.3723 Eh
total charge = 0
SMILES = [H]/N=C(\O)[C@H](N)C(N)=O

No. 5
One molecule with the formula C3H7N3O2, computed with wB97M-V/def2-TZVPD.

The geometry in XYZ format:
```
15
Properties=species:S:1:pos:R:3:forces:R:3
H 0.9959 -0.3417 -1.1491 0.6 -3.4 -1.2
N 1.5591 -1.3472 -0.9509 -2.0 5.9 1.6
C 1.7273 -0.9066 0.2390 3.1 -4.7 2.8
N 0.9686 0.1507 1.0884 0.8 -2.1 -5.0
O 1.0583 1.0710 -0.0348 0.9 1.3 -0.6
C -0.1468 1.5756 -0.2913 -5.2 0.6 0.3
O -1.1575 0.5094 -0.7140 1.1 0.8 1.9
N -1.8639 -0.0668 0.4621 1.4 2.4 -0.9
C -2.1359 -1.2446 0.2052 -3.2 -3.1 -1.7
H 2.6248 -1.5063 0.7849 -2.4 1.5 -0.2
H 1.5801 0.5847 1.7088 1.7 0.5 1.5
H -0.4782 2.0000 0.6937 -0.6 -0.1 -1.1
H -0.3204 2.3071 -1.1630 1.4 -1.1 1.3
H -1.8631 -1.6848 -0.8779 -0.5 0.6 2.7
H -3.0598 -1.7060 0.8780 3.0 0.8 -1.6
```
Positions in Å, forces in eV/Å.

Calculated values
LUMO = 0.916 eV
HOMO level = -10.1 eV
HOMO-LUMO gap = 0.4061 Eh
total charge = 0
SMILES = [H]/N=C\NOCON=C

No. 6
C3H7N3O2 as an isolated structure, computed with wB97M-V/def2-TZVPD.

The geometry in XYZ format:
```
15
Properties=species:S:1:pos:R:3:forces:R:3
C -1.8352 -1.2875 -0.4082 2.3 1.1 2.8
C 1.0161 -0.1294 0.8624 -1.3 0.8 1.7
C -1.2826 1.3557 -0.2973 2.0 -0.4 1.2
H -1.0032 -1.8904 -0.8130 -0.6 0.4 -0.3
H -2.6155 -1.0248 -1.0374 -1.3 0.2 -1.5
H -2.2359 -1.8179 0.4883 0.2 0.5 -0.7
H 1.3719 0.1610 1.9254 0.6 -0.6 -2.0
H 3.3242 -0.0286 0.6557 -1.1 0.2 -4.3
H 3.0139 1.4050 -0.8899 -0.7 -4.7 1.2
H -1.9929 1.5801 -1.1027 -0.1 -0.3 0.1
N -1.2193 0.0223 0.1178 -1.4 -0.6 -1.9
N 1.5008 -0.2382 -0.2855 -1.5 0.4 0.1
N 2.8314 -0.0667 -0.5351 3.3 4.3 3.6
O -0.3566 -0.2324 1.1273 1.2 -0.2 0.7
O -0.5172 2.1917 0.1924 -1.5 -1.0 -0.8
```
Positions in Å, forces in eV/Å.

Calculated values
LUMO = 0.167 eV
HOMO level = -9.3 eV
HOMO-LUMO gap = 0.3483 Eh
total charge = 0

DFT total energy: -357.9130, -357.8325, -358.0236, -433.2647, -432.9864, -433.0178 (a.u.)
Maximum force: 2.65, 0.45, 0.66, 2.44, 6.39, 6.52 (eV Å⁻¹)